Formula: C51H47BrFN9O17P
Source: the OMol25 dataset
Level of theory: ωB97M-V with the def2-TZVPD basis set

Calculated values
**Charge**: +1
**Maximum force**: 0.1751 hartree/bohr
**Orbital gap**: 5.8 eV
**DFT total energy**: -6757.4673 a.u.

Last column: Löwdin charge in e.
Geometry (Å):
C (-0.40707, 2.83072, -1.28913)  -0.1200
C (-0.14181, 1.21524, -1.19927)  -0.1245
C (0.02524, 0.66769, -2.74283)  -0.2689
O (1.20387, 0.35401, -3.30035)  0.0215
O (-1.20057, 0.57156, -3.55610)  -0.1216
C (-1.86250, -0.68025, -3.14541)  -0.1804
C (-3.44797, -0.67840, -3.58792)  -0.1120
C (-4.28508, 0.65694, -3.12301)  -0.0081
C (-4.32016, 2.06450, -4.02728)  0.1616
C (-5.27162, 3.29298, -3.41029)  0.0128
F (-5.43544, 4.59112, -4.12312)  -0.0212
N (-5.97764, 3.03108, -2.10058)  0.0194
N (-5.98308, 1.93736, -1.28882)  0.0762
C (-5.20219, 0.74867, -1.72628)  -0.2876
P (-5.23896, -0.80454, -0.55164)  0.6210
O (-6.87488, -1.16854, -0.07320)  -0.3919
Br (-4.15956, -0.07177, 1.35105)  0.2243
H (-1.08999, 3.03880, -2.23701)  0.0805
H (-0.93889, 3.25734, -0.33543)  0.0606
H (0.60760, 3.41934, -1.47996)  0.1112
H (0.85527, 0.99432, -0.62558)  0.1338
H (-1.06854, 0.68069, -0.72506)  0.1055
H (-1.72836, -0.95313, -2.01005)  0.1111
H (-1.33419, -1.55848, -3.75508)  0.1566
H (-3.45113, -0.66762, -4.78104)  0.1505
H (-4.03446, -1.63783, -3.18754)  0.1291
H (-3.72730, 2.20113, -5.02706)  0.1400
H (-6.56473, 3.85463, -1.75924)  0.1990
H (-6.80748, -1.40524, 0.90319)  0.0607
C (-0.35531, 0.49561, 5.84545)  -0.0607
C (-1.28041, 1.36076, 5.25906)  -0.0682
C (-0.93272, 2.08958, 4.12007)  -0.0082
C (0.34849, 1.94020, 3.57146)  -0.1388
C (1.28174, 1.07818, 4.16259)  -0.0056
C (0.92343, 0.35671, 5.30310)  -0.0571
N (0.71150, 2.68432, 2.35945)  -0.3122
O (-0.13530, 3.45121, 1.87724)  0.0229
O (1.84178, 2.50012, 1.88555)  0.0701
H (-0.63291, -0.07482, 6.73018)  0.1119
H (-2.27457, 1.46475, 5.68846)  0.1086
H (-1.66503, 2.75959, 3.67492)  0.1144
H (2.28116, 0.95641, 3.75018)  0.1038
H (1.63980, -0.31732, 5.76758)  0.1050
C (2.44165, -5.60606, -1.94895)  -0.0506
C (1.62785, -5.95211, -3.02881)  -0.0490
C (0.36794, -5.36751, -3.17121)  0.0075
C (-0.06709, -4.42985, -2.22448)  -0.1465
C (0.74469, -4.08635, -1.13522)  0.0037
C (2.00157, -4.67978, -1.00188)  -0.0375
N (-1.38000, -3.79284, -2.38250)  -0.3167
O (-2.07650, -4.13735, -3.34889)  0.0549
O (-1.71495, -2.94444, -1.54342)  -0.0019
H (3.42556, -6.06035, -1.84523)  0.0710
H (1.97724, -6.67595, -3.76198)  0.1016
H (-0.25427, -5.64777, -4.01836)  0.1181
H (0.41756, -3.36386, -0.39042)  0.1169
H (2.64042, -4.41748, -0.16146)  0.1106
C (5.49459, -3.93038, 6.76433)  -0.0537
C (4.78452, -4.86258, 6.00609)  -0.0640
C (3.92266, -4.43197, 4.99556)  -0.0020
C (3.78233, -3.05933, 4.74873)  -0.1378
C (4.48811, -2.12101, 5.51352)  -0.0018
C (5.34492, -2.56359, 6.52330)  -0.0501
N (2.89733, -2.60135, 3.67100)  -0.3103
O (2.27575, -3.46140, 3.02939)  0.0575
O (2.82554, -1.38190, 3.46168)  0.0401
H (6.16972, -4.27116, 7.54745)  0.1129
H (4.90534, -5.92607, 6.20092)  0.1098
H (3.37645, -5.17103, 4.41348)  0.1179
H (4.38488, -1.05257, 5.33596)  0.0953
H (5.89953, -1.84314, 7.12048)  0.0777
C (-1.54762, 6.69206, -1.11885)  -0.0865
C (-1.80452, 7.54394, -2.19423)  -0.0762
C (-0.80530, 8.39818, -2.66456)  0.0005
C (0.45477, 8.38776, -2.05065)  -0.1376
C (0.71302, 7.53910, -0.96597)  0.0086
C (-0.29506, 6.69130, -0.50264)  -0.0669
N (1.51715, 9.26507, -2.55675)  -0.3239
O (1.24378, 10.01487, -3.50584)  0.0665
O (2.62723, 9.20288, -2.00911)  0.0692
H (-2.32815, 6.02373, -0.75926)  0.0989
H (-2.78370, 7.53983, -2.66830)  0.1013
H (-1.02131, 9.05599, -3.50360)  0.1201
H (1.68486, 7.52431, -0.47702)  0.1226
H (-0.10348, 6.02660, 0.33684)  0.1004
C (7.23685, -11.00516, -3.74328)  -0.0647
C (7.48711, -10.48025, -2.47443)  -0.0606
C (6.68011, -9.45985, -1.96757)  0.0040
C (5.61752, -8.97351, -2.74161)  -0.1342
C (5.36876, -9.49333, -4.01886)  0.0029
C (6.18440, -10.51168, -4.51622)  -0.0611
N (4.74994, -7.91859, -2.20408)  -0.2822
O (5.01415, -7.47152, -1.07801)  0.0770
O (3.80097, -7.53849, -2.90481)  0.0021
H (7.86535, -11.80462, -4.13194)  0.1116
H (8.31016, -10.86905, -1.87863)  0.1117
H (6.88817, -9.06146, -0.97694)  0.1202
H (4.55059, -9.12178, -4.63229)  0.1193
H (5.99757, -10.92391, -5.50536)  0.1113
C (3.86922, 3.99489, 7.65545)  -0.0668
C (3.92164, 3.48332, 6.35788)  -0.0651
C (4.69723, 2.35587, 6.08093)  -0.0019
C (5.41599, 1.74313, 7.11665)  -0.1357
C (5.37127, 2.25917, 8.41863)  0.0047
C (4.59435, 3.38888, 8.68285)  -0.0607
N (6.21291, 0.54262, 6.83709)  -0.3082
O (6.24208, 0.12792, 5.66881)  0.0479
O (6.80725, 0.01027, 7.78546)  0.0594
H (3.25860, 4.87085, 7.86768)  0.1104
H (3.35488, 3.96205, 5.56217)  0.1085
H (4.72752, 1.96939, 5.06452)  0.1180
H (5.92802, 1.79652, 9.23087)  0.1214
H (4.55070, 3.79526, 9.69091)  0.1117
C (-7.93515, 4.28545, -5.27409)  -0.0805
C (-8.73879, 5.06213, -6.11020)  -0.0509
C (-10.08500, 4.73670, -6.28684)  0.0136
C (-10.61959, 3.62894, -5.61465)  -0.1331
C (-9.81322, 2.84295, -4.78071)  0.0052
C (-8.46764, 3.17661, -4.61412)  -0.0817
N (-12.04015, 3.29670, -5.77624)  -0.3222
O (-12.71594, 4.00494, -6.53742)  0.0756
O (-12.48320, 2.33014, -5.13944)  0.0697
H (-6.88742, 4.54646, -5.13507)  0.0711
H (-8.31615, 5.92392, -6.62230)  0.1141
H (-10.69804, 5.35202, -6.94176)  0.1249
H (-10.21389, 1.97762, -4.25688)  0.1214
H (-7.83418, 2.57449, -3.96649)  0.0763

Atoms 1-6, force components in eV/Å:
C 0.0 0.4 -0.8
C 0.0 0.2 -1.0
C 5.6 -1.3 -2.2
O -8.0 2.1 3.6
O 1.2 -1.0 2.4
C 0.0 -1.3 -0.2